The following is a quantum chemistry calculation of a molecular structure, C13H27BrFN3O2Si2, from OMol25.

XYZ file:
```
49
Properties=species:S:1:pos:R:3
C 0.514 2.147 2.790
C -0.620 1.685 3.704
C -1.256 0.351 3.298
C -2.470 0.471 2.367
N -2.420 1.636 1.454
Si -2.101 1.440 -0.214
O -3.519 1.866 -1.079
C -4.428 0.991 -1.309
N -5.244 0.205 -1.504
O -1.751 -0.091 -0.615
Si -0.239 -0.798 -0.455
C 0.692 -0.619 -2.065
C 2.191 -0.613 -1.821
C 3.057 -1.040 -2.999
F 2.445 -1.489 -0.736
C -0.560 -2.548 0.109
C 0.514 -3.176 1.015
C -0.059 -3.744 2.307
Br 1.430 -4.616 0.048
H 1.092 2.945 3.262
H 0.143 2.530 1.837
H 1.206 1.325 2.589
H -0.224 1.583 4.719
H -1.391 2.461 3.750
H -0.491 -0.287 2.840
H -1.590 -0.168 4.201
H -2.584 -0.455 1.796
H -3.371 0.563 2.979
H -3.252 2.202 1.572
H -1.115 2.391 -0.729
H 0.473 -0.031 0.596
H 0.427 0.337 -2.529
H 0.402 -1.416 -2.758
H 2.493 0.374 -1.472
H 3.747 -0.250 -3.296
H 3.655 -1.902 -2.697
H 2.457 -1.339 -3.859
H -1.499 -2.488 0.675
H -0.763 -3.187 -0.752
H 1.296 -2.453 1.241
H -0.221 -2.934 3.025
H 0.603 -4.484 2.753
H -1.021 -4.225 2.116
C 2.320 2.851 -4.839
C 2.040 2.724 -3.415
N 1.819 2.625 -2.296
H 3.349 2.560 -5.041
H 1.651 2.206 -5.406
H 2.173 3.882 -5.155
```

Values from the calculation:
* total charge: 0
* Kohn-Sham gap: 0.378 Eh
* HOMO energy: -9.882 eV